3 unconnected molecules or ions with the total composition C8H27B3N4O5S at a distorted geometry, computed with ωB97M-V with the def2-TZVPD basis set.

XYZ file:
```
48
Properties=species:S:1:pos:R:3:forces:R:3
N -6.20136 -0.49138 1.67796 -0.09 0.51 -0.20
B -4.91878 0.06825 1.29844 -0.69 0.70 -0.09
O -4.50451 0.08912 -0.02162 -0.04 -0.58 0.01
B -3.18728 -0.33632 -0.14669 0.01 0.89 -0.96
N -2.83648 -1.26659 -1.15710 -0.59 -0.54 0.25
O -2.26190 0.20609 0.72880 0.22 -1.11 0.16
B -2.74308 0.33638 1.99338 0.64 0.69 0.82
S -1.60104 0.13943 3.45149 -0.14 0.48 0.36
O -4.06008 0.61259 2.23820 0.01 -0.87 0.17
H -6.20340 -1.50486 1.70306 -0.09 0.07 0.18
H -6.88362 -0.19813 0.98252 -0.07 -0.37 0.04
H -2.36538 -2.10134 -0.82539 0.54 0.27 -0.32
H -3.67054 -1.56426 -1.65292 0.19 0.00 -0.11
H -1.38534 -1.16503 3.30225 0.14 -0.18 -0.34
C 0.04705 -2.92050 -3.42744 -0.13 0.04 0.15
O 0.12049 -3.72100 -2.26084 -0.03 0.03 -0.09
C 1.40292 -4.23076 -1.95426 0.06 -0.17 0.12
C 2.31598 -3.26421 -1.18722 -0.09 0.20 -0.07
C 2.92241 -2.16931 -2.05789 0.10 -0.01 -0.04
N 1.64597 -2.64080 -0.04387 -0.10 -0.21 -0.03
H 0.73113 -3.27838 -4.20218 0.04 0.01 0.01
H 0.25781 -1.87276 -3.20277 0.07 0.01 -0.10
H -0.97373 -2.98381 -3.80194 -0.01 -0.03 0.00
H 1.22221 -5.10216 -1.31939 -0.04 0.01 0.01
H 1.89372 -4.59218 -2.86766 0.03 0.06 -0.01
H 3.14120 -3.86659 -0.79544 -0.02 -0.06 0.00
H 2.19386 -1.39687 -2.30318 -0.05 -0.02 0.00
H 3.74081 -1.68324 -1.52870 -0.02 0.02 0.04
H 3.31694 -2.57811 -2.99014 -0.02 0.00 -0.01
H 1.33473 -3.36190 0.60038 0.08 0.03 0.05
H 0.78915 -2.20838 -0.37932 0.06 0.11 0.01
C 3.29106 2.64308 0.37236 -0.04 -0.14 0.01
O 2.47372 2.19732 1.43525 0.07 0.05 -0.06
C 1.95634 3.20951 2.27394 -0.06 -0.01 0.20
C 0.67621 3.87902 1.75628 0.02 -0.01 -0.21
C 0.91663 4.88368 0.63456 0.00 0.11 0.03
N -0.32234 2.90284 1.31727 0.03 -0.03 0.11
H 3.88782 3.51283 0.66448 -0.01 0.04 -0.01
H 2.70310 2.88839 -0.51595 0.03 0.09 0.00
H 3.96507 1.82653 0.11579 0.00 -0.02 0.02
H 1.71848 2.70883 3.21581 0.00 -0.05 -0.02
H 2.73203 3.95717 2.48990 -0.02 0.04 -0.06
H 0.25073 4.42846 2.60186 0.03 -0.02 0.05
H 1.12754 4.38902 -0.31338 0.02 -0.05 0.01
H 0.02883 5.49737 0.48680 -0.04 -0.03 -0.01
H 1.75173 5.54695 0.86882 0.01 -0.01 -0.01
H -0.56121 2.29630 2.09615 0.03 0.02 0.01
H 0.12440 2.27971 0.64956 -0.06 0.01 -0.05
```
Positions in Å, forces in eV/Å.

**DFT total energy**: -37804.6646 eV
**HOMO-LUMO gap**: 9.0 eV
**LUMO level**: 0.105 eV
**SMILES**: NB1OB(N)OB(S)O1.COC[C@@H](C)N.COC[C@@H](C)N
**Net charge**: 0